A cluster of 3 separate species, C27H57N3O3 in total in a non-equilibrium geometry, computed with the ωB97M-V functional and the def2-TZVPD basis.

Last column: Löwdin charge in e.
Atoms and positions in Å:
C -7.10 2.62 3.63  -0.01
C -5.74 3.33 4.13  -0.44
C -5.69 4.88 3.64  -0.01
C -5.60 3.17 5.67  -0.12
C -4.18 3.45 6.31  -0.16
C -3.12 2.67 5.54  -0.14
C -3.23 2.52 3.98  -0.50
C -2.38 3.59 3.36  -0.05
C -2.56 1.16 3.67  -0.05
N -4.64 2.53 3.56  -0.15
O -4.77 2.20 2.23  -0.01
H -7.12 1.63 4.09  0.07
H -7.85 3.29 4.05  0.07
H -7.23 2.41 2.56  0.07
H -4.71 5.34 3.51  0.06
H -6.15 5.00 2.66  0.06
H -6.43 5.38 4.26  0.07
H -6.31 3.83 6.17  0.11
H -5.78 2.10 5.78  0.11
H -4.00 4.51 6.50  0.10
H -4.26 3.12 7.34  0.10
H -2.94 1.74 6.08  0.11
H -2.17 3.17 5.70  0.11
H -1.31 3.37 3.37  0.09
H -2.53 4.52 3.90  0.08
H -2.68 3.58 2.32  0.08
H -2.54 0.92 2.61  0.08
H -3.17 0.34 4.04  0.08
H -1.62 0.91 4.15  0.09
H -4.63 3.03 1.78  0.09
C 0.66 1.84 -4.72  -0.02
C -0.58 1.83 -5.65  -0.56
C -1.52 0.87 -5.11  -0.07
C -1.19 3.25 -5.54  -0.14
C -0.54 4.29 -6.42  -0.20
C -0.29 3.85 -7.82  -0.15
C 0.33 2.48 -8.00  -0.47
C -0.04 1.94 -9.39  -0.04
C 1.86 2.46 -7.67  -0.02
N -0.33 1.55 -7.02  -0.10
O 0.14 0.19 -7.18  -0.02
H 1.34 1.06 -5.04  0.08
H 1.11 2.83 -4.73  0.07
H 0.39 1.56 -3.70  0.08
H -2.38 0.61 -5.73  0.09
H -1.19 -0.07 -4.66  0.09
H -2.07 1.35 -4.30  0.09
H -2.24 3.17 -5.84  0.11
H -1.52 3.71 -4.61  0.12
H -1.14 5.20 -6.51  0.12
H 0.43 4.53 -5.98  0.10
H 0.53 4.55 -7.96  0.12
H -1.04 4.13 -8.57  0.12
H 0.23 2.66 -10.16  0.08
H -1.10 1.78 -9.53  0.09
H 0.50 1.07 -9.77  0.08
H 2.28 1.45 -7.67  0.08
H 2.15 3.07 -6.82  0.07
H 2.30 2.94 -8.54  0.08
H -0.59 -0.24 -7.63  0.10
C 2.88 -4.92 0.97  -0.06
C 4.22 -5.58 1.25  -0.45
C 4.39 -6.77 0.20  -0.02
C 5.27 -4.42 1.02  -0.12
C 5.34 -3.48 2.27  -0.15
C 5.68 -4.26 3.59  -0.14
C 4.78 -5.44 3.85  -0.49
C 5.67 -6.43 4.66  -0.05
C 3.54 -4.99 4.68  -0.02
N 4.39 -6.18 2.61  -0.11
O 3.61 -7.32 2.86  -0.02
H 2.54 -4.25 1.77  0.06
H 2.82 -4.22 0.14  0.09
H 2.10 -5.66 1.10  0.09
H 3.98 -7.77 0.37  0.07
H 3.99 -6.55 -0.79  0.08
H 5.47 -6.87 0.09  0.07
H 6.24 -4.76 0.66  0.10
H 4.95 -3.81 0.17  0.10
H 6.04 -2.67 2.05  0.10
H 4.38 -2.97 2.36  0.10
H 5.63 -3.57 4.43  0.12
H 6.74 -4.50 3.57  0.11
H 6.09 -5.99 5.56  0.08
H 6.53 -6.83 4.13  0.08
H 5.05 -7.27 4.98  0.07
H 3.72 -4.66 5.71  0.08
H 2.78 -5.77 4.73  0.07
H 3.00 -4.22 4.13  0.07
H 4.11 -8.09 2.60  0.10

Results
* energy relative to the best compared isomer or geometry (same formula, charge and spin): 364.16 kJ/mol
* E_tot: -39529.10873 eV
* SMILES: CC1(C)CCCC(C)(C)N1O.CC1(C)CCCC(C)(C)N1O.CC1(C)CCCC(C)(C)N1O
* frontier orbital gap: 0.3159 Ha
* HOMO level: -7.967 eV
* 2S+1: 1